[1]
Below is one molecule with the formula C6H7NO in a non-equilibrium geometry, with properties calculated with ωB97M-V/def2-TZVPD.

Geometry as XYZ:
```
15
Properties=species:S:1:pos:R:3:forces:R:3
C 0.645 -2.717 0.807 -4.23 1.09 1.47
C 0.564 -1.656 0.059 -1.67 3.53 1.29
C -0.479 -0.150 0.258 5.46 -4.64 -2.15
C -1.719 0.026 0.407 -4.74 2.58 0.89
N 0.644 0.416 -0.345 -0.28 1.12 -0.67
C 1.093 1.724 -0.770 1.12 0.01 1.54
C 1.463 -0.653 -0.556 1.25 -0.38 -1.28
O 2.551 -0.651 -1.109 -0.99 -0.30 0.64
H 1.387 -3.421 0.848 1.79 -1.54 0.03
H -0.302 -2.788 1.480 1.88 -0.56 -1.09
H -2.318 0.961 0.318 1.22 -0.17 -0.28
H -2.438 -0.666 0.774 0.22 -1.28 0.28
H 1.935 1.539 -1.443 -0.23 0.09 0.01
H 0.397 2.413 -1.209 -0.74 -0.14 -0.15
H 1.514 2.149 0.156 -0.04 0.58 -0.52
```
Positions in Å, forces in eV/Å.

Computed properties:
Frontier orbital gap: 9.74 eV
Total charge: 0
LUMO energy: 0.025 Eh
Structure (SMILES): C=C1C(=C)N(C)C1=O
Energy above the lowest of the compared OMol25 structures with the same formula, charge and spin: 73.7 kcal per mole
2S+1: 1
DFT total energy: -362.69604 Eh

These are the natural (NBO) partial charges, in e, on atoms 1 to 6: -0.350, -0.066, 0.222, -0.523, -0.429, -0.432

=====

[2]
Below is an isolated ion of composition C7H13N2S and charge +1 in a non-equilibrium geometry, with properties calculated with ωB97M-V/def2-TZVPD.

Geometry as XYZ:
```
23
Properties=species:S:1:pos:R:3:forces:R:3
C -3.534 -0.357 -0.810 -2.70 1.70 0.32
C -2.226 -1.040 -0.722 -0.65 -0.43 0.40
C -1.388 -0.664 0.230 3.75 -2.98 -0.50
C -1.294 0.546 1.132 -2.39 -2.42 -0.06
C 0.097 -1.665 0.207 -4.52 3.25 -0.93
S 0.121 -3.258 0.066 0.67 0.59 0.20
N 1.068 -0.650 -0.032 1.84 -3.76 -0.18
C 2.267 -1.068 -0.454 0.16 3.46 0.27
N 3.346 -0.319 -0.484 -0.15 -2.23 0.29
C 3.631 0.951 0.161 3.35 -0.58 -4.64
H -4.186 -0.406 0.160 1.28 -0.27 -1.62
H -4.225 -0.584 -1.658 0.83 -0.52 0.67
H -3.411 0.732 -0.959 0.19 -0.26 0.19
H -2.052 -1.903 -1.384 0.10 0.39 0.62
H -0.766 1.281 0.542 0.16 0.81 0.58
H -0.832 0.104 2.048 -0.24 1.38 -0.37
H -2.404 0.801 1.288 1.93 0.30 0.18
H 0.902 0.243 0.306 -0.38 1.84 0.73
H 2.200 -1.979 -0.940 0.62 -2.06 -0.57
H 4.223 -0.782 -0.750 -0.83 0.02 -0.36
H 4.529 0.710 0.735 -0.26 0.98 0.31
H 3.850 1.601 -0.789 0.08 -0.56 2.21
H 2.842 1.353 0.621 -2.83 1.36 2.24
```
Positions in Å, forces in eV/Å.

Computed properties:
Frontier orbital gap: 7.95 eV
Total charge: +1
LUMO energy: -0.165 Eh
Structure (SMILES): C/C=C(\C)C(=S)/[NH+]=C/NC
Energy above the lowest of the compared OMol25 structures with the same formula, charge and spin: 87.3 kcal per mole
2S+1: 1
DFT total energy: -781.87357 Eh

These are the natural (NBO) partial charges, in e, on atoms 1 to 6: -0.679, -0.187, 0.007, -0.702, -0.001, 0.149

=====

[3]
Below is a 13-piece molecular cluster, C36H107N9O13 overall in a non-equilibrium geometry, with properties calculated with ωB97M-V/def2-TZVPD.

Geometry as XYZ:
```
165
Properties=species:S:1:pos:R:3:forces:R:3
C -4.784 2.547 -5.867 0.29 -0.37 0.58
C -4.887 1.986 -4.447 -1.38 0.06 0.67
C -3.716 2.490 -3.626 -0.63 0.22 -0.59
O -3.765 1.932 -2.336 0.81 0.48 0.19
C -2.889 2.623 -1.423 -0.31 -0.73 -0.28
N -6.200 2.378 -3.837 0.58 0.14 -0.61
H -4.856 3.645 -5.892 0.03 -0.28 0.17
H -5.567 2.141 -6.504 0.11 -0.06 -0.05
H -3.787 2.243 -6.189 -0.08 0.15 -0.63
H -4.867 0.879 -4.429 -0.03 0.42 -0.32
H -3.912 3.577 -3.581 0.62 0.00 0.15
H -2.797 2.272 -4.208 0.00 0.19 0.65
H -1.826 2.408 -1.652 -0.38 0.24 -0.02
H -3.107 2.175 -0.448 0.11 0.38 -0.04
H -3.089 3.712 -1.446 0.12 -0.46 0.11
H -6.408 1.832 -3.018 0.15 -0.23 0.23
H -6.155 3.348 -3.520 0.00 -0.22 -0.17
C 3.294 2.879 2.070 -0.40 0.11 2.70
C 3.365 2.874 3.684 -0.56 0.75 -1.89
C 1.968 2.726 4.313 0.42 -0.15 -2.01
O 1.023 3.560 3.586 0.88 -0.43 0.58
C -0.252 3.477 4.177 0.32 0.49 0.88
N 4.160 1.739 4.136 -0.72 0.66 0.81
H 3.048 1.870 1.760 -0.07 -0.11 -0.33
H 4.260 3.205 1.695 0.01 -0.03 -0.23
H 2.493 3.589 1.851 0.29 -0.18 -0.48
H 3.767 3.881 3.911 0.09 -0.42 0.32
H 2.014 2.927 5.383 -0.33 0.26 0.12
H 1.763 1.662 4.136 -0.60 0.13 0.32
H -0.968 4.122 3.655 0.29 -0.12 -0.06
H -0.130 3.839 5.222 -0.57 -0.24 -0.32
H -0.583 2.446 4.168 -0.29 -0.21 0.08
H 4.957 1.673 3.548 1.01 -0.20 -0.28
H 4.438 1.917 5.102 0.25 -0.32 -0.36
C -3.853 -2.236 -5.102 1.17 -0.47 0.06
C -2.932 -1.238 -5.778 -1.52 1.22 -1.99
C -2.122 -0.442 -4.804 0.79 -0.72 0.94
O -1.422 0.566 -5.467 0.72 -0.03 -1.02
C -0.219 0.974 -4.841 -0.84 0.52 0.30
N -2.061 -1.914 -6.751 0.73 -0.47 0.65
H -4.387 -2.899 -5.809 0.13 0.58 0.32
H -4.515 -1.707 -4.432 -0.43 -0.11 0.12
H -3.174 -2.868 -4.506 -0.48 -0.12 0.04
H -3.555 -0.441 -6.290 0.29 -0.80 0.16
H -1.443 -1.164 -4.319 0.15 0.27 0.03
H -2.692 0.062 -4.024 -0.58 -0.45 0.21
H 0.175 1.751 -5.487 0.42 -0.07 -0.09
H 0.491 0.166 -4.651 -0.05 -0.03 -0.18
H -0.479 1.463 -3.891 0.23 -0.11 0.17
H -2.473 -2.548 -7.415 -0.63 0.08 0.16
H -1.415 -1.334 -7.253 -0.01 0.60 0.08
C 1.014 -2.866 3.046 0.11 -0.15 -0.70
C 0.254 -3.704 4.032 0.61 0.03 0.92
C 1.142 -4.878 4.465 -2.08 -0.89 -0.83
O 2.284 -4.378 5.000 0.85 0.92 0.85
C 3.267 -5.338 5.226 0.21 -0.74 -0.35
N -0.211 -2.841 5.164 0.68 -0.98 0.20
H 0.271 -2.258 2.570 -0.12 0.78 -0.51
H 1.466 -3.508 2.267 -0.08 0.31 0.30
H 1.788 -2.236 3.498 -0.22 -0.20 0.01
H -0.664 -4.086 3.605 -0.09 -0.26 -0.41
H 1.406 -5.517 3.596 -0.33 0.24 0.01
H 0.543 -5.534 5.136 0.48 0.18 0.17
H 3.375 -5.992 4.327 0.04 0.33 0.48
H 3.009 -5.986 6.084 0.25 0.26 -0.19
H 4.190 -4.785 5.375 0.14 -0.24 0.26
H -0.842 -3.436 5.695 -0.32 0.30 0.07
H 0.577 -2.721 5.812 -0.08 0.12 -0.38
C -4.990 -0.126 2.206 1.08 -0.17 0.82
C -3.515 0.141 2.562 0.09 0.73 -0.90
C -3.359 1.044 3.811 -0.73 -0.64 -1.43
O -4.204 2.206 3.688 0.96 -0.24 1.27
C -4.061 2.990 4.888 0.16 0.17 -0.74
N -2.727 -1.050 2.845 0.03 -0.73 -0.18
H -5.423 -0.726 3.008 -0.36 0.18 0.07
H -5.101 -0.698 1.279 0.10 0.29 -0.03
H -5.411 0.878 2.156 -0.55 -0.35 -0.16
H -3.123 0.696 1.680 0.09 -0.17 0.41
H -2.270 1.243 3.858 -0.66 0.31 0.47
H -3.708 0.399 4.628 0.28 0.37 0.32
H -4.079 2.368 5.788 0.32 -0.14 -0.09
H -4.911 3.656 4.994 -0.16 0.17 -0.35
H -3.138 3.605 4.820 -0.39 -0.41 0.29
H -3.007 -1.854 2.284 -0.05 0.38 0.01
H -1.729 -0.911 2.679 -0.42 0.19 0.07
C 3.696 -4.859 0.052 -0.37 -1.49 -0.25
C 2.714 -6.013 -0.268 0.76 -0.90 -1.02
C 1.268 -5.568 -0.299 0.08 0.56 -0.66
O 0.453 -6.673 -0.644 -0.41 0.56 0.16
C -0.849 -6.271 -1.035 -0.74 0.53 -0.74
N 3.137 -6.618 -1.578 0.40 0.97 0.91
H 4.725 -5.252 -0.031 -0.43 0.30 0.05
H 3.505 -4.528 1.060 0.08 0.41 0.37
H 3.542 -4.055 -0.658 0.06 0.32 -0.08
H 2.857 -6.847 0.418 -0.18 0.19 0.53
H 1.201 -4.767 -1.071 -0.17 -0.34 0.16
H 0.920 -5.094 0.626 0.07 -0.18 0.27
H -1.373 -7.192 -1.372 0.31 0.68 0.16
H -0.808 -5.514 -1.900 -0.02 -1.04 1.08
H -1.480 -5.795 -0.220 0.93 -0.49 -0.57
H 3.291 -5.835 -2.196 -0.06 -0.13 -0.54
H 2.478 -7.265 -1.987 -0.35 0.16 0.18
C 3.393 -1.052 0.521 0.46 0.71 0.23
C 4.895 -1.131 0.620 1.31 -1.08 -1.62
C 5.637 -0.375 -0.511 -0.52 -0.22 0.38
O 5.259 -0.819 -1.818 -1.40 0.29 1.41
C 6.126 -0.345 -2.780 1.50 0.68 -0.81
N 5.532 -0.647 1.824 -1.00 0.51 1.25
H 3.075 -1.534 -0.400 -0.12 0.05 -0.07
H 3.087 -0.007 0.525 -0.38 0.09 0.04
H 2.963 -1.582 1.362 -0.32 -0.01 0.16
H 5.078 -2.199 0.473 0.40 -0.21 0.02
H 6.723 -0.448 -0.422 0.09 -0.45 0.21
H 5.441 0.682 -0.280 -0.29 0.19 -0.72
H 5.682 -0.495 -3.792 0.44 -0.08 0.78
H 7.097 -0.915 -2.640 -0.71 0.80 -0.64
H 6.315 0.767 -2.650 -0.08 -1.09 -0.20
H 6.300 -1.220 2.118 0.48 -0.30 -0.26
H 4.895 -0.686 2.619 -0.10 0.23 -0.19
C -0.098 4.783 -0.268 0.27 -0.68 0.45
C 0.910 5.769 0.263 -0.30 1.89 -0.69
C 0.755 7.049 -0.588 0.36 -0.18 0.60
O 1.632 8.062 -0.090 0.26 -1.05 -0.57
C 1.512 9.307 -0.730 -0.24 0.14 1.11
N 0.677 6.164 1.646 -0.55 -1.08 -0.66
H 0.001 3.884 0.356 -0.30 0.00 -0.33
H 0.151 4.514 -1.319 -0.42 0.20 0.63
H -1.096 5.196 -0.136 -0.21 -0.16 -0.28
H 1.885 5.328 0.031 0.42 0.23 0.34
H -0.280 7.432 -0.551 0.14 -0.24 0.08
H 0.974 6.716 -1.603 0.23 0.55 -0.43
H 1.732 9.317 -1.788 0.07 -0.27 -0.43
H 2.201 9.971 -0.208 0.01 0.05 -0.17
H 0.501 9.659 -0.538 -0.28 0.39 -0.32
H 1.247 6.949 1.899 0.35 0.08 0.15
H 0.825 5.359 2.236 0.22 0.10 0.55
C -1.909 -1.779 -1.036 -0.80 0.27 -0.56
C -0.694 -1.085 -1.563 1.53 0.63 0.58
C -0.003 -0.419 -0.352 0.06 0.36 -0.39
O -0.912 0.431 0.363 0.69 -0.77 0.34
C -0.225 1.262 1.310 1.27 -0.55 -1.26
N 0.265 -2.053 -2.161 -0.50 0.56 0.60
H -2.569 -0.974 -0.663 0.01 -0.62 -0.07
H -1.660 -2.455 -0.219 0.02 -0.09 0.02
H -2.389 -2.342 -1.850 -0.12 0.08 0.35
H -0.978 -0.258 -2.230 -0.10 -0.27 -0.18
H 0.870 0.208 -0.644 -0.31 -0.40 -0.10
H 0.371 -1.263 0.232 0.09 0.11 0.54
H -0.922 2.020 1.573 -0.52 0.64 0.54
H 0.608 1.718 0.730 -0.24 0.16 0.55
H 0.241 0.781 2.204 -0.70 -0.11 -0.59
H -0.207 -2.569 -2.895 0.18 -0.04 -0.20
H 1.110 -1.606 -2.519 -0.43 0.05 -0.09
O -0.292 -0.043 4.530 0.18 0.73 0.25
H -0.483 0.376 5.384 0.06 -0.29 -0.38
H -0.420 -0.994 4.672 -0.14 -0.42 0.24
O -0.564 -3.793 -4.966 0.59 -0.44 0.70
H -0.859 -3.256 -5.702 -0.52 0.63 -0.57
H 0.400 -3.749 -4.994 -0.14 -0.09 -0.01
O 2.709 0.278 -3.131 0.47 0.04 1.10
H 3.426 -0.089 -2.551 -0.54 0.25 -0.60
H 2.348 1.012 -2.599 0.18 -0.42 -0.38
O -5.168 -2.040 -1.719 -0.15 -0.78 -0.53
H -4.560 -1.326 -1.594 0.67 0.73 0.09
H -5.878 -1.863 -1.114 -0.56 0.10 0.41
```
Positions in Å, forces in eV/Å.

Computed properties:
Frontier orbital gap: 9.30 eV
Total charge: 0
LUMO energy: 0.016 Eh
Energy above the lowest of the compared OMol25 structures with the same formula, charge and spin: 0.0 kcal per mole
2S+1: 1
DFT total energy: -2906.55607 Eh

These are the Mulliken partial charges, in e, on atoms 1 to 6: -1.526, 1.048, -0.631, -0.351, -0.361, -0.728

=====

[4]
Below is C16H8Cl2LaNO3S as an isolated structure in a non-equilibrium geometry, with properties calculated with ωB97M-V/def2-TZVPD.

Geometry as XYZ:
```
32
Properties=species:S:1:pos:R:3:forces:R:3
La -0.856 -0.200 -0.337 0.31 -0.46 -2.29
O 0.659 -3.621 -2.162 -0.79 1.25 1.37
C 0.044 -2.841 -1.445 -0.58 -1.19 -0.95
O 0.499 -2.065 -0.491 0.19 0.30 0.18
C -1.520 -2.709 -1.550 0.98 -0.36 0.27
C -2.341 -3.578 -0.836 0.64 0.21 0.36
C -3.711 -3.488 -0.992 0.00 -2.30 0.45
C -4.273 -2.466 -1.715 -1.37 1.52 -0.87
C -3.490 -1.557 -2.460 0.56 -0.24 0.95
C -2.045 -1.703 -2.370 -1.83 -0.32 -1.22
S -0.946 -0.709 -3.252 0.01 0.99 0.67
H -1.858 -4.248 -0.109 -0.44 -0.14 -0.70
H -4.301 -4.407 -0.739 0.21 1.39 0.49
H -5.391 -2.363 -1.616 1.24 -0.10 -0.72
H -3.931 -0.747 -3.097 0.52 -0.92 0.78
Cl 2.743 2.518 -2.704 0.17 0.36 -0.39
C 2.597 2.521 -1.011 -0.68 -0.79 0.76
C 3.489 3.153 -0.159 1.31 0.74 0.51
C 3.410 3.016 1.212 -1.01 -0.31 -0.98
Cl 4.501 3.900 2.184 0.50 0.25 0.43
C 2.327 2.287 1.806 1.50 1.12 0.62
C 2.181 2.254 3.217 -0.92 -1.13 1.19
C 1.024 1.594 3.708 1.80 0.98 0.63
C 0.144 1.024 2.797 -0.88 -1.64 0.69
N 0.255 1.094 1.492 0.99 0.30 -0.33
C 1.364 1.718 0.954 0.15 0.58 0.50
C 1.496 1.865 -0.467 -1.59 0.34 -0.27
O 0.454 1.544 -1.203 0.22 -0.78 0.47
H 4.261 3.833 -0.568 -0.46 -0.69 0.18
H 3.000 2.633 3.927 -1.54 -0.46 -1.35
H 0.833 1.471 4.794 0.24 0.13 -0.94
H -0.617 0.276 3.192 0.58 1.39 -0.49
```
Positions in Å, forces in eV/Å.

Computed properties:
Frontier orbital gap: 6.52 eV
Total charge: 0
LUMO energy: -0.045 Eh
Energy above the lowest of the compared OMol25 structures with the same formula, charge and spin: 19.3 kcal per mole
2S+1: 1
DFT total energy: -2245.23937 Eh

These are the Mulliken partial charges, in e, on atoms 1 to 6: 1.570, -0.576, 0.380, -0.669, 0.183, -0.389

=====

[5]
Below is C16H28AsF7IN5O11P3S2 as an isolated structure in a non-equilibrium geometry, with properties calculated with ωB97M-V/def2-TZVPD.

Geometry as XYZ:
```
74
Properties=species:S:1:pos:R:3:forces:R:3
O -0.947 3.195 -0.145 0.16 -0.05 -0.25
C -1.237 2.620 0.893 -0.40 0.93 0.08
O -1.767 2.878 1.950 0.08 -0.19 -0.11
N -0.712 1.137 0.850 0.21 -0.78 0.03
C 0.592 0.912 1.470 0.20 0.27 0.34
C 1.701 1.483 0.581 -0.14 -0.04 0.24
C 2.051 2.947 0.879 0.40 -0.27 -0.04
C 2.426 3.773 -0.344 -0.06 -0.02 0.28
S 3.510 2.994 -1.587 -0.21 -0.02 -0.24
C 4.564 2.001 -0.627 -0.29 0.04 -0.30
N 5.429 2.325 0.253 0.26 0.40 0.31
N 5.995 1.142 0.704 0.41 0.46 0.60
C 5.434 0.212 0.053 -0.16 -0.57 -0.24
O 4.503 0.657 -0.823 -0.19 -0.33 -0.27
C -1.410 0.242 0.289 0.29 0.08 -0.10
N -2.671 0.541 -0.216 0.53 -0.46 0.29
C -2.922 0.007 -1.558 -1.02 0.89 0.13
C -4.189 -0.822 -1.687 0.13 0.03 -0.10
C -5.442 -0.163 -1.100 -0.17 -0.13 -0.45
C -6.499 -1.207 -0.711 -0.10 0.48 0.15
C -6.654 -1.425 0.814 0.04 -0.64 -0.35
O -5.545 -0.973 1.595 -0.24 0.13 0.10
P -3.132 1.539 -2.753 0.42 -0.73 -0.67
O -1.541 1.888 -2.874 -0.22 0.65 0.10
I -4.048 3.283 -1.325 -0.09 0.00 0.02
O -1.803 -0.655 -2.098 0.01 -0.08 0.29
C -0.936 -1.443 -1.305 1.21 -0.48 -0.33
C 0.483 -1.125 -1.838 -0.16 0.75 0.51
C 1.616 -1.617 -0.948 0.27 -0.28 -0.52
F 2.512 -2.350 -1.764 -0.13 -0.15 0.04
P -1.198 -3.230 -1.775 -0.94 -0.09 -0.04
O -2.472 -3.813 -1.343 0.23 -0.11 0.32
O 0.071 -4.078 -1.318 -0.01 0.05 -0.36
O -1.056 -3.103 -3.362 0.26 0.02 0.10
N -0.948 -1.116 0.148 -1.14 -0.29 -0.31
P -1.797 -2.051 1.325 0.27 0.53 1.45
O -1.111 -3.468 1.224 -0.14 -0.14 -0.39
O -3.306 -2.221 0.870 0.39 -0.47 -0.08
S -1.685 -1.220 3.061 0.04 -0.06 -0.40
H 0.723 -0.135 1.723 -0.09 -0.12 -0.31
H 0.574 1.441 2.424 -0.14 0.04 0.01
H 2.586 0.879 0.769 0.03 -0.07 -0.12
H 1.412 1.352 -0.462 0.08 0.04 -0.06
H 2.897 2.944 1.569 -0.02 0.09 0.08
H 1.228 3.451 1.385 -0.06 0.09 -0.06
H 2.907 4.689 -0.013 -0.09 0.14 -0.08
H 1.518 4.001 -0.903 0.04 0.12 -0.08
H 5.606 -0.847 0.122 0.07 -0.04 -0.03
H -3.363 0.261 0.476 -0.14 0.15 -0.12
H -4.341 -0.944 -2.764 0.00 -0.13 -0.01
H -4.030 -1.821 -1.289 0.07 0.00 0.19
H -5.870 0.495 -1.858 0.04 0.06 0.02
H -5.203 0.498 -0.271 -0.03 -0.06 0.15
H -7.459 -0.874 -1.107 -0.11 -0.09 0.10
H -6.287 -2.151 -1.210 0.12 -0.06 0.05
H -6.723 -2.497 1.002 -0.01 -0.01 0.06
H -7.595 -1.003 1.165 0.13 0.27 0.15
H -5.741 -0.102 1.948 0.07 0.03 0.08
H -1.280 2.660 -2.347 0.21 -0.14 0.32
H 0.598 -1.516 -2.844 0.04 0.00 -0.05
H 0.519 -0.037 -1.932 0.00 0.02 -0.05
H 2.192 -0.800 -0.532 0.02 0.00 0.11
H 1.295 -2.314 -0.179 -0.07 0.18 0.21
H 0.867 -3.891 -1.841 0.17 0.02 0.23
H -0.693 -3.912 -3.745 -0.13 0.00 -0.17
H -1.746 -4.159 0.979 0.08 -0.02 -0.22
H -3.890 -1.972 1.612 -0.29 0.23 -0.22
F 9.826 2.400 3.809 0.05 0.06 0.02
As 9.060 0.948 3.235 -0.01 0.00 0.00
F 10.614 0.170 3.140 0.07 -0.05 -0.01
F 9.240 1.495 1.597 0.01 0.02 -0.07
F 8.301 -0.515 2.662 -0.05 -0.06 -0.03
F 7.513 1.721 3.345 -0.07 0.04 0.04
F 8.888 0.388 4.874 0.01 -0.05 0.07
```
Positions in Å, forces in eV/Å.

Computed properties:
Frontier orbital gap: 8.53 eV
Total charge: -1
LUMO energy: 0.042 Eh
2S+1: 1
DFT total energy: -6781.28366 Eh

These are the Mulliken partial charges, in e, on atoms 1 to 6: -0.520, 0.238, -0.688, 1.052, -1.645, 0.067

=====

- Which of these has the lowest total charge?
  C16H28AsF7IN5O11P3S2